# 1
A 3-piece molecular cluster, C2H7NO4 overall at a distorted geometry. Source: OMol25; level of theory: wB97M-V/def2-TZVPD.

⟨S²⟩: 0.766
2S+1: 2
HOMO level (spin up / spin down): -0.101 / -4.232 eV
Gap between HOMO and LUMO (spin up / spin down): 0.13613 / 0.28727 Ha
ΔE to the lowest compared entry with this formula, charge and spin: 44.9 kJ/mol
LUMO (spin up / spin down): 3.6 / 3.6 eV
Total charge: -1

```
14
C2H7NO4 (wB97M-V/def2-TZVPD)
O 0.37 -1.19 1.18
C -0.53 -0.95 0.44
N -0.86 0.38 0.01
C -2.19 0.66 -0.49
O -3.00 -0.17 -1.03
H -1.16 -1.66 -0.14
H -0.18 1.02 0.20
H -2.56 1.52 0.12
H 1.95 -0.91 0.52
H 3.03 -1.88 0.14
O 2.94 -0.97 0.35
H 2.46 1.38 -0.83
H 1.96 2.10 0.44
O 1.80 2.01 -0.53
```

# 2
C16H21BIN4SeW as an isolated structure at a distorted geometry. Source: OMol25; level of theory: wB97M-V/def2-TZVPD.

HOMO level (spin up / spin down): -11.283 / -11.275 eV
Gap between HOMO and LUMO (spin up / spin down): 0.21839 / 0.21438 Ha
ΔE to the lowest compared entry with this formula, charge and spin: 20.5 kJ/mol
LUMO (spin up / spin down): -5.3 / -5.4 eV
Total charge: +1

```
45
C16H21BIN4SeW (wB97M-V/def2-TZVPD)
W -0.58 0.55 -1.43
B 0.64 -1.99 -2.11
N -0.69 -2.04 -2.87
C -1.35 -2.94 -3.61
C -2.57 -2.40 -3.99
C -2.59 -1.13 -3.42
N -1.45 -0.93 -2.74
N 1.57 -0.97 -2.80
C 2.71 -0.99 -3.48
C 3.07 0.33 -3.78
C 2.08 1.11 -3.22
N 1.17 0.31 -2.62
H 0.33 -1.38 -1.04
H 1.14 -3.05 -1.90
H -0.91 -3.90 -3.81
H -3.33 -2.86 -4.59
H -3.35 -0.37 -3.44
H 3.20 -1.92 -3.71
H 3.94 0.66 -4.32
H 1.97 2.18 -3.19
I -2.39 0.00 0.36
C -1.04 2.14 -2.31
H -1.60 2.96 -1.85
H -0.79 2.31 -3.36
C -0.70 -0.20 5.99
C -0.31 0.25 4.61
C 0.52 -0.52 3.82
C 0.87 -0.14 2.53
C 1.79 -1.00 1.71
C 0.37 1.07 2.05
Se 0.80 1.72 0.29
C -0.45 1.89 2.82
C -1.01 3.19 2.31
C -0.78 1.46 4.10
H 0.01 -0.92 6.39
H -1.68 -0.67 5.98
H -0.75 0.64 6.68
H 0.92 -1.45 4.21
H 2.04 -1.91 2.24
H 2.72 -0.48 1.48
H 1.33 -1.28 0.76
H -0.22 3.85 1.94
H -1.54 3.72 3.10
H -1.71 3.02 1.49
H -1.42 2.08 4.71
```

# 3
C27H35N4O6PPtS as an isolated structure at a distorted geometry. Source: OMol25; level of theory: wB97M-V/def2-TZVPD.

⟨S²⟩: 2.006
2S+1: 3
HOMO level (spin up / spin down): -6.865 / -7.686 eV
Gap between HOMO and LUMO (spin up / spin down): 0.27572 / 0.23865 Ha
ΔE to the lowest compared entry with this formula, charge and spin: 0.0 kJ/mol
LUMO (spin up / spin down): 0.6 / -1.2 eV
Total charge: 0

```
75
C27H35N4O6PPtS (wB97M-V/def2-TZVPD)
Pt -17.94 2.74 6.00
N -24.60 6.21 3.58
C -23.38 6.08 4.25
C -23.28 5.34 5.42
C -22.05 5.20 6.03
C -20.91 5.78 5.47
C -21.02 6.51 4.29
C -22.26 6.66 3.67
S -19.40 5.64 6.41
O -18.90 6.94 6.75
O -19.69 4.73 7.50
N -18.31 4.79 5.51
C -17.46 5.43 4.63
N -17.86 6.57 4.00
C -16.93 7.22 3.31
C -15.63 6.73 3.11
C -15.38 5.50 3.67
N -16.25 4.87 4.44
H -25.43 6.10 4.10
H -24.64 7.02 2.98
H -24.16 4.82 5.81
H -21.93 4.58 6.90
H -20.10 6.96 3.91
H -22.31 7.26 2.76
H -17.31 8.13 2.87
H -14.87 7.28 2.53
H -14.42 5.00 3.60
C -17.83 2.74 9.67
C -16.80 3.83 9.47
O -16.54 3.93 8.07
C -15.40 4.76 7.74
C -15.62 6.21 8.09
H -18.20 2.69 10.69
H -17.40 1.75 9.40
H -18.68 2.92 9.05
H -15.83 3.61 9.92
H -17.17 4.79 9.91
H -15.25 4.62 6.68
H -14.51 4.42 8.29
H -16.50 6.59 7.62
H -14.75 6.77 7.74
H -15.70 6.29 9.16
C -13.43 -0.20 6.94
C -14.13 0.88 7.52
C -15.19 1.42 6.83
C -15.64 0.85 5.62
C -16.77 1.41 4.93
C -17.17 0.80 3.76
C -16.54 -0.33 3.23
C -15.45 -0.84 3.87
C -15.00 -0.25 5.09
C -13.88 -0.80 5.79
H -12.59 -0.58 7.47
H -13.76 1.30 8.44
H -15.79 2.23 7.25
H -18.05 1.21 3.30
H -16.98 -0.83 2.36
H -14.97 -1.74 3.53
H -13.44 -1.69 5.41
C -19.07 -0.89 5.77
O -19.92 0.08 5.19
P -19.92 1.59 5.77
O -21.00 2.22 4.79
C -20.77 2.99 3.63
O -20.63 1.39 7.21
C -22.03 1.29 7.54
H -19.22 -1.83 5.24
H -19.35 -1.04 6.81
H -18.02 -0.57 5.74
H -21.73 3.45 3.38
H -20.46 2.34 2.77
H -19.98 3.71 3.79
H -22.49 0.64 6.80
H -22.49 2.31 7.54
H -22.08 0.89 8.55
```

# 4
A 2-piece molecular cluster, ClH6NSi2 overall at a distorted geometry. Source: OMol25; level of theory: wB97M-V/def2-TZVPD.

HOMO level: -9.505 eV
Gap between HOMO and LUMO: 0.31135 Ha
ΔE to the lowest compared entry with this formula, charge and spin: 309.3 kJ/mol
LUMO: -1.0 eV
Total charge: 0

```
10
ClH6NSi2 (wB97M-V/def2-TZVPD)
N 0.19 -0.15 -0.13
Si 1.11 0.36 -1.39
Si 0.01 -0.98 1.34
Cl -2.62 1.83 -0.45
H -1.51 1.16 0.03
H 2.44 -0.01 -1.80
H 0.57 0.78 -2.67
H 0.98 -0.18 2.04
H -1.33 -0.34 1.65
H 0.15 -2.47 1.40
```

# 5
An isolated molecule of C15H18N4O2. Source: OMol25; level of theory: wB97M-V/def2-TZVPD.

HOMO level: -8.525 eV
Gap between HOMO and LUMO: 0.33510 Ha
ΔE to the lowest compared entry with this formula, charge and spin: 120.5 kJ/mol
LUMO: 0.6 eV
Total charge: 0

```
39
C15H18N4O2 (wB97M-V/def2-TZVPD)
O 2.68 -0.14 1.02
C 1.81 -0.59 0.30
N 2.07 -1.05 -0.96
H 1.32 -1.42 -1.51
C 3.34 -0.79 -1.58
H 3.82 -1.73 -1.88
H 3.95 -0.32 -0.80
C 3.23 0.13 -2.81
H 4.22 0.56 -2.99
H 2.96 -0.45 -3.69
C 2.19 1.26 -2.66
N 2.18 1.90 -1.38
C 1.10 2.08 -0.59
N 1.39 2.68 0.53
C 2.73 2.90 0.48
C 3.24 2.42 -0.69
H 4.24 2.42 -1.08
H 3.24 3.37 1.30
H 0.11 1.77 -0.87
H 2.38 2.00 -3.44
H 1.19 0.85 -2.82
C 0.41 -0.66 0.72
C -0.70 -1.32 0.24
C -1.79 -0.95 1.06
C -1.29 -0.07 2.01
N 0.02 0.08 1.80
H 0.66 0.71 2.27
H -1.79 0.46 2.79
C -3.16 -1.44 0.85
O -3.45 -2.09 -0.14
C -4.16 -1.10 1.89
C -5.57 -0.79 1.43
C -5.29 -2.08 2.11
H -5.64 -2.23 3.12
H -5.27 -2.97 1.50
H -6.11 -0.02 1.95
H -5.73 -0.81 0.36
H -3.79 -0.57 2.76
H -0.77 -2.00 -0.58
```

# 6
I9O2V as an isolated structure at a distorted geometry. Source: OMol25; level of theory: wB97M-V/def2-TZVPD.

HOMO level: 11.218 eV
Gap between HOMO and LUMO: 0.07759 Ha
ΔE to the lowest compared entry with this formula, charge and spin: 0.0 kJ/mol
LUMO: 13.3 eV
Total charge: -8

```
12
I9O2V (wB97M-V/def2-TZVPD)
O 0.96 0.71 1.92
V -0.26 0.50 0.86
O -0.64 1.91 0.24
I -2.33 -0.67 1.67
I 0.78 -4.41 2.84
I 1.40 1.09 -4.78
I -4.29 0.09 -4.22
I -2.71 -3.95 -1.26
I 3.63 -0.12 3.41
I -0.47 5.26 0.63
I 0.25 -2.61 -0.79
I 3.68 2.20 -0.53
```

- What is the formula in the second record?
  C16H21BIN4SeW